Density functional theory data (wB97M-V/def2-TZVPD) for the ion C6H8N2 with charge +2 in a non-equilibrium geometry.

E_HOMO (spin up / spin down) = -0.64383 / -0.73146 hartree
expectation value of S² = 2.008
2S+1 = 3
orbital gap (spin up / spin down) = 8.2 / 6.0 eV
net charge = +2
LUMO level (spin up / spin down) = -9.33 / -13.88 eV

Last column: Mulliken spin population.
Cartesian coordinates (Å):
C 0.0380 -0.9857 -0.2318  0.3518
C 0.5317 -2.1007 0.3082  0.2133
C -0.7598 0.1100 -0.4943  0.0595
C 2.8765 -1.3054 0.8423  0.1962
C 1.7142 -1.7225 0.7127  0.4157
C -2.1781 2.1417 -0.5373  -0.0031
N 0.5777 0.2947 0.1035  0.4953
N -1.8639 0.7404 -0.7432  0.1038
H 3.6155 -1.4101 0.0152  0.0652
H 0.1635 -3.1479 0.1710  0.0173
H 3.4768 -1.1299 1.7640  0.0548
H 0.9737 0.6124 0.9510  0.0194
H -2.9831 2.3156 0.1395  0.0061
H -2.4566 2.7783 -1.4683  0.0077
H -1.3189 2.6653 -0.1951  0.0012
H -2.4073 0.1437 -1.3372  -0.0042

=====

Density functional theory data (wB97M-V/def2-TZVPD) for the molecule C6H8N2O in a non-equilibrium geometry.

E_HOMO = -0.30085 hartree
orbital gap = 9.2 eV
net charge = 0
LUMO level = 1.00 eV

Last column: natural (NBO) charge in e.
Cartesian coordinates (Å):
N -2.0578 0.2173 -0.3310  -0.7104
N -2.2587 -1.0132 0.3787  -0.2163
O -1.1496 -1.1169 1.3180  -0.3728
C -0.0894 -0.6276 0.6682  0.2984
C 0.7621 0.1366 1.4370  -0.2486
C 1.8918 0.5930 0.9658  -0.1936
C 2.2538 0.3117 -0.3707  -0.2386
C 1.4294 -0.5292 -1.1139  -0.2028
C 0.2484 -0.9899 -0.6053  -0.2980
H -1.6541 -0.1783 -1.2534  0.3687
H -2.8588 0.8375 -0.4965  0.3762
H -3.1382 -0.8682 0.8439  0.3532
H 0.4162 0.4456 2.5499  0.2198
H 2.6293 1.1902 1.5057  0.2137
H 3.2042 0.7571 -0.7103  0.2145
H 1.6944 -0.7857 -2.1214  0.2117
H -0.4754 -1.6396 -1.1256  0.2250

=====

Calculated values (kcal/mol) of energy relative to the best compared isomer or geometry (same formula, charge and spin) for the records, taken in order: 23.7, 90.5.